(1)
Molecular formula: C13H17N3O4
Method: DFT, ωB97M-V with the def2-TZVPD basis set

Geometry (Å):
C 2.75 -0.01 0.42
C 1.72 0.06 1.54
C 3.36 1.34 0.16
C 4.77 1.51 0.88
C -0.49 -0.21 0.13
C -0.46 1.09 -0.53
C -1.92 -0.23 0.91
C -2.97 -0.53 -0.11
C -2.83 -1.86 -0.64
C -3.86 0.38 -0.69
C -3.90 -2.31 -1.41
C -4.58 -0.07 -1.65
C -4.67 -1.39 -2.00
H 1.64 -1.35 -0.90
H 2.40 -0.09 -1.87
H 3.43 -0.84 0.87
H 2.64 2.19 0.18
H 3.81 1.51 -0.84
H 5.45 0.93 2.73
H 3.43 1.39 2.76
H -0.17 -0.25 2.18
H -0.25 -1.04 -0.51
H -1.85 -1.24 1.43
H -1.89 0.69 1.44
H -2.19 -2.72 -0.23
H -3.78 1.42 -0.19
H -4.04 -3.41 -1.66
H -5.46 0.71 -1.83
H -5.35 -1.74 -2.78
H 0.87 0.42 -1.63
N 1.92 -0.40 -0.83
N 4.40 1.45 2.24
N 0.48 -0.20 1.30
O 2.24 0.20 2.60
O 6.08 1.35 0.30
O -1.07 2.11 -0.11
O 0.30 1.17 -1.65

Calculated values
Energy above the lowest of the compared OMol25 structures with the same formula, charge and spin (eV): 8.843
Orbital gap (eV): 9.50
LUMO energy (eV): 0.1627
Structure (SMILES): NC(=O)C[C@H](N)C(=O)N[C@@H](Cc1ccccc1)C(=O)O
Total energy (a.u.): -970.56335
E_HOMO (eV): -9.340

Formally, the Mulliken partial charges of the atoms, in units of the elementary charge, are as follows:
1 C 0.65
2 C 0.02
3 C -0.94
4 C 0.14
5 C 0.06
6 C 0.42
7 C -1.38
8 C 0.19
9 C -0.43
10 C -0.08
11 C -0.61
12 C -0.55
13 C -0.28
14 H 0.22
15 H 0.38
16 H 0.27
17 H 0.45
18 H 0.45
19 H 0.30
20 H 0.35
21 H 0.32
22 H 0.56
23 H 0.61
24 H 0.78
25 H 0.23
26 H 0.29
27 H 0.29
28 H 0.17
29 H 0.36
30 H 0.55
31 N -0.77
32 N -0.47
33 N 0.05
34 O -0.77
35 O -0.62
36 O -0.63
37 O -0.59

***

(2)
Molecular formula: C13H17N3OS2
Method: DFT, ωB97M-V with the def2-TZVPD basis set

Geometry (Å):
C 2.43 -4.25 -2.63
C 1.84 -3.53 -1.34
C 0.34 -3.97 -0.94
C -0.64 -3.61 -2.11
H -1.64 -3.89 -1.94
H -0.33 -4.20 -3.10
C -0.50 -2.22 -2.39
C -1.16 -1.42 -1.17
N -2.32 -1.30 -0.70
N -2.29 -0.53 0.46
C -1.25 -0.31 1.06
N -1.21 0.38 2.08
C -0.08 1.35 2.53
O -0.30 1.66 3.91
C 1.09 1.50 1.85
C 1.07 2.18 0.69
C 1.78 2.30 -0.56
C 1.25 3.07 -1.48
C -0.05 3.86 -0.95
S -0.29 3.33 0.66
H -0.58 4.50 -1.64
H 1.67 3.03 -2.35
H 2.49 1.51 -0.52
H 1.80 0.42 1.80
H 1.56 2.03 2.60
H -1.97 0.55 2.68
S 0.28 -0.58 -0.23
H -1.62 -2.00 -2.96
H 0.35 -1.88 -2.75
H 0.46 -5.14 -0.93
H 0.05 -3.68 -0.03
H 1.84 -2.58 -1.54
H 2.49 -3.99 -0.52
H 1.87 -3.86 -3.67
H 2.30 -5.37 -2.74
H 3.33 -4.09 -2.64

Calculated values
Energy above the lowest of the compared OMol25 structures with the same formula, charge and spin (eV): 11.933
Orbital gap (eV): 7.31
LUMO energy (eV): -0.9432
Structure (SMILES): CCCCCc1nnc(NC(=O)Cc2cccs2)s1
Total energy (a.u.): -1541.02094
E_HOMO (eV): -8.257

Formally, the Mulliken partial charges of the atoms, in units of the elementary charge, are as follows:
1 C -1.36
2 C -0.18
3 C -0.96
4 C -0.57
5 H 0.45
6 H 0.23
7 C -0.94
8 C 0.37
9 N -0.57
10 N -0.35
11 C 0.54
12 N -0.08
13 C 0.21
14 O -0.64
15 C -0.67
16 C 0.55
17 C -0.46
18 C -0.59
19 C -0.56
20 S -0.07
21 H 0.41
22 H 0.60
23 H 0.46
24 H 0.29
25 H 0.29
26 H 0.25
27 S -0.21
28 H 0.20
29 H 0.84
30 H 0.36
31 H 0.55
32 H 0.24
33 H 0.29
34 H 0.19
35 H 0.28
36 H 0.61

***

Question: Which of these has the lowest LUMO energy?
Answer: C13H17N3OS2

***

Repeat the first record exactly.
Molecular formula: C13H17N3O4
Method: DFT, ωB97M-V with the def2-TZVPD basis set

Geometry (Å):
C 2.75 -0.01 0.42
C 1.72 0.06 1.54
C 3.36 1.34 0.16
C 4.77 1.51 0.88
C -0.49 -0.21 0.13
C -0.46 1.09 -0.53
C -1.92 -0.23 0.91
C -2.97 -0.53 -0.11
C -2.83 -1.86 -0.64
C -3.86 0.38 -0.69
C -3.90 -2.31 -1.41
C -4.58 -0.07 -1.65
C -4.67 -1.39 -2.00
H 1.64 -1.35 -0.90
H 2.40 -0.09 -1.87
H 3.43 -0.84 0.87
H 2.64 2.19 0.18
H 3.81 1.51 -0.84
H 5.45 0.93 2.73
H 3.43 1.39 2.76
H -0.17 -0.25 2.18
H -0.25 -1.04 -0.51
H -1.85 -1.24 1.43
H -1.89 0.69 1.44
H -2.19 -2.72 -0.23
H -3.78 1.42 -0.19
H -4.04 -3.41 -1.66
H -5.46 0.71 -1.83
H -5.35 -1.74 -2.78
H 0.87 0.42 -1.63
N 1.92 -0.40 -0.83
N 4.40 1.45 2.24
N 0.48 -0.20 1.30
O 2.24 0.20 2.60
O 6.08 1.35 0.30
O -1.07 2.11 -0.11
O 0.30 1.17 -1.65

Calculated values
Energy above the lowest of the compared OMol25 structures with the same formula, charge and spin (eV): 8.843
Orbital gap (eV): 9.50
LUMO energy (eV): 0.1627
Structure (SMILES): NC(=O)C[C@H](N)C(=O)N[C@@H](Cc1ccccc1)C(=O)O
Total energy (a.u.): -970.56335
E_HOMO (eV): -9.340

Formally, the Mulliken partial charges of the atoms, in units of the elementary charge, are as follows:
1 C 0.65
2 C 0.02
3 C -0.94
4 C 0.14
5 C 0.06
6 C 0.42
7 C -1.38
8 C 0.19
9 C -0.43
10 C -0.08
11 C -0.61
12 C -0.55
13 C -0.28
14 H 0.22
15 H 0.38
16 H 0.27
17 H 0.45
18 H 0.45
19 H 0.30
20 H 0.35
21 H 0.32
22 H 0.56
23 H 0.61
24 H 0.78
25 H 0.23
26 H 0.29
27 H 0.29
28 H 0.17
29 H 0.36
30 H 0.55
31 N -0.77
32 N -0.47
33 N 0.05
34 O -0.77
35 O -0.62
36 O -0.63
37 O -0.59